The following is a quantum chemistry calculation of C4H6NPS as an isolated structure in a non-equilibrium geometry, from the Open Molecules 2025 dataset.

Calculated values
Energy above the lowest of the compared OMol25 structures with the same formula, charge and spin in kcal per mole: 55.9
HOMO level in eV: -7.8
Charge: 0

Structure (XYZ):
```
13
Properties=species:S:1:pos:R:3:mulliken_charge:R:1
S 2.57176 0.75164 -0.04784 0.09
P 0.98328 -1.48842 0.19686 0.27
N 2.52731 -0.87410 -0.23298 -0.41
C -1.02262 0.19552 -0.50553 -0.50
C -0.59827 -0.57585 0.70450 -0.44
C -0.21856 0.92275 0.57352 0.06
C 1.09844 1.44364 0.30814 -0.40
H -2.06127 0.49627 -0.55599 0.25
H 1.25540 -2.40716 1.19934 0.10
H -0.81865 1.60903 1.16322 0.35
H 1.23068 2.50818 0.44674 0.31
H -0.56635 0.07573 -1.48246 0.25
H 0.72766 -2.36102 -0.84967 0.08
```